# 1
C34H76Cl4CuN6O10P | the ωB97M-V functional and the def2-TZVPD basis

CARTESIAN COORDINATES (ANGSTROEM)
Cu  -3.342  0.693  -1.907
Cl  -3.642  6.712  -4.429
Cl  -0.265  6.522  -4.871
Cl  -1.605  -2.286  -5.368
Cl  2.325  -3.066  -4.021
P  7.950  -1.467  0.252
O  -1.827  2.343  -0.866
O  -3.359  -1.406  6.215
O  9.349  -1.329  1.189
O  -5.025  0.901  -0.058
O  7.982  -2.989  -0.158
O  -6.291  -5.211  1.397
O  6.716  -1.439  1.318
O  0.841  6.645  1.904
O  7.881  -0.556  -0.867
O  -3.308  -1.661  -2.232
N  0.414  6.444  -0.342
N  -5.802  2.778  1.034
N  -5.127  -3.041  -1.642
N  -1.047  -1.764  5.837
N  -5.120  -3.552  2.497
N  -0.894  1.278  -1.065
C  -5.947  1.612  0.406
C  0.940  -2.748  -5.061
C  1.029  0.354  -2.364
C  -3.764  -3.950  2.088
C  -6.235  -4.244  2.149
C  8.877  -3.375  -1.215
C  4.610  -0.485  1.792
C  10.713  -1.912  2.952
C  0.316  -2.045  6.392
C  -6.872  3.508  1.729
C  1.344  2.574  -1.288
C  1.408  7.486  -0.742
C  -1.176  -2.338  4.480
C  -1.946  -0.314  0.616
C  -2.116  -1.356  6.585
C  -0.382  -2.828  -4.287
C  -0.121  2.338  -3.214
C  -4.454  3.262  1.267
C  0.179  -0.880  -0.396
C  -0.341  5.873  -1.412
C  -5.171  -2.323  3.250
C  9.796  -2.503  1.809
C  0.109  1.033  1.170
C  9.320  -4.827  -0.891
C  -5.894  -4.277  -1.876
C  1.355  -0.569  -1.209
C  -0.697  0.351  0.110
C  0.273  1.634  -1.934
C  -1.442  5.390  -5.493
C  0.346  6.068  0.970
C  -3.986  -2.712  -2.349
C  -2.723  6.056  -5.826
C  -5.555  -2.199  -0.490
C  5.387  -1.313  0.818
H  -0.958  4.760  -6.239
H  5.422  -0.669  -0.061
H  0.213  2.112  1.056
H  -5.819  -2.515  4.106
H  0.603  -3.091  6.284
H  9.145  -3.235  2.287
H  -7.800  3.018  1.432
H  1.611  -1.519  -1.679
H  -0.666  -3.844  -4.011
H  -0.323  -2.230  -3.378
H  -2.584  6.982  -6.386
H  -3.266  -3.064  1.694
H  -0.453  -1.980  3.747
H  -1.650  4.778  -4.616
H  1.081  -1.485  5.855
H  -1.721  -1.158  1.268
H  -6.857  3.234  2.784
H  0.935  8.160  -1.456
H  -0.894  1.685  -3.618
H  0.518  -2.010  7.463
H  8.523  -5.487  -0.548
H  2.168  -0.184  -0.594
H  -3.220  -4.313  2.960
H  0.602  -1.434  0.442
H  3.555  -0.475  1.520
H  10.379  -1.027  3.493
H  10.455  -2.901  1.038
H  -2.793  0.296  0.929
H  -0.339  5.206  1.000
H  -3.377  5.416  -6.418
H  -1.782  -0.936  7.546
H  -3.706  -3.475  -3.092
H  -6.415  -2.704  -0.050
H  11.711  -1.659  2.596
H  -5.467  -4.939  -2.630
H  -1.154  -3.420  4.610
H  -4.702  -2.183  0.189
H  9.936  -4.729  0.002
H  1.688  2.129  -0.355
H  -4.182  -1.978  3.551
H  -1.120  5.155  -1.159
H  -7.029  1.431  0.304
H  0.692  2.466  -3.929
H  0.921  -3.364  -5.960
H  4.930  0.554  1.866
H  -0.761  3.219  -3.192
H  -4.207  4.292  1.523
H  -0.335  0.862  2.151
H  -6.034  -4.821  -0.942
H  4.582  -0.922  2.791
H  -7.076  -3.776  2.683
H  2.230  2.859  -1.856
H  -6.883  4.557  1.432
H  -6.902  -4.097  -2.250
H  -0.808  6.735  -1.889
H  4.920  -2.215  0.424
H  -5.584  -1.446  2.753
H  1.151  -1.766  -5.483
H  -5.771  -1.140  -0.630
H  9.789  -2.806  -1.391
H  -3.850  3.062  0.382
H  -3.692  -4.659  1.264
H  8.288  -3.457  -2.128
H  1.932  0.644  -2.902
H  11.093  -2.609  3.699
H  -4.080  2.567  2.019
H  -0.586  -1.539  -0.807
H  9.834  -5.383  -1.676
H  0.324  5.453  -2.166
H  -2.462  -0.832  -0.192
H  1.142  0.689  1.112
H  0.383  -0.268  -2.984
H  2.191  6.960  -1.288
H  -2.117  -1.886  4.166
H  1.686  7.977  0.191
H  0.805  3.482  -1.016

Gap between HOMO and LUMO (spin up / spin down) in eV: 7.67 / 6.85
2S+1: 2
Highest occupied orbital energy (spin up / spin down) in Eh: -0.3982 / -0.3982
Net charge: +1

=====

# 2
C34H78Br4N10O10 | the ωB97M-V functional and the def2-TZVPD basis

CARTESIAN COORDINATES (ANGSTROEM)
Br  -0.687  -1.762  -3.741
Br  6.654  4.930  -1.315
Br  3.728  1.357  -1.346
Br  1.801  -2.811  -5.962
O  -1.122  6.568  -0.887
O  0.025  -2.203  5.335
O  -3.233  2.196  0.550
O  7.343  -1.593  -2.018
O  -0.456  -3.104  1.087
O  -5.341  4.016  -2.216
O  -5.939  0.027  -2.661
O  1.582  -5.738  -3.154
O  -3.633  1.846  5.276
O  2.089  1.722  3.106
N  -1.953  1.073  3.909
N  -5.803  -2.172  -2.215
N  -5.474  2.632  0.830
N  -3.417  2.933  -2.712
N  -0.045  -1.114  0.140
N  3.562  3.426  2.867
N  5.476  -2.900  -1.843
N  0.057  4.771  -0.147
N  1.965  -2.990  4.436
N  1.104  -6.906  -1.262
C  -4.172  2.978  0.724
C  0.973  -0.789  -4.026
C  -5.945  1.292  0.675
C  -1.018  2.111  4.231
C  0.703  -2.509  4.378
C  -1.613  0.184  2.851
C  -0.827  4.442  0.952
C  -0.825  -2.198  0.332
C  3.122  2.158  2.629
C  -6.509  3.615  1.003
C  1.198  3.924  -0.285
C  2.589  -3.577  3.275
C  4.501  4.080  1.975
C  0.863  -5.956  -2.194
C  4.665  -2.022  -2.642
C  -3.208  1.078  4.427
C  1.303  -0.946  0.590
C  -2.592  1.769  -2.483
C  -4.683  3.014  -2.235
C  1.539  -0.946  -5.404
C  2.327  -7.709  -1.275
C  4.803  -4.006  -1.209
C  -2.718  4.127  -3.217
C  5.191  3.759  -1.787
C  -4.444  -2.361  -2.656
C  5.373  2.404  -1.168
C  -6.423  -0.981  -2.237
C  -0.647  -0.010  -0.631
C  -0.207  5.789  -0.996
C  -6.390  -3.335  -1.565
C  0.151  -7.226  -0.213
C  2.652  -3.085  5.710
C  6.761  -2.573  -1.583
C  2.924  4.278  3.863
H  -1.809  4.229  -2.621
H  1.778  -3.849  2.600
H  4.152  -1.299  -1.994
H  -7.452  -1.026  -1.855
H  5.526  3.688  2.002
H  4.239  4.199  -1.485
H  -3.797  0.229  4.025
H  -2.589  3.981  -4.288
H  0.063  0.803  -0.740
H  4.338  -4.628  -1.970
H  -0.732  -0.410  3.082
H  3.907  -2.497  -3.264
H  -1.415  2.959  4.779
H  -5.153  0.570  0.508
H  1.333  -0.051  1.232
H  0.486  5.843  -1.853
H  -1.403  0.772  1.943
H  2.530  5.168  3.367
H  1.973  4.098  0.471
H  0.948  -0.448  -6.164
H  2.067  -8.771  -1.274
H  -4.060  4.076  0.780
H  -0.143  1.789  4.803
H  -1.385  3.521  0.733
H  2.133  3.733  4.361
H  0.715  0.257  -3.851
H  3.527  -2.423  5.774
H  -5.912  -3.570  -0.614
H  -0.115  -5.468  -2.054
H  5.539  -4.624  -0.687
H  -0.635  2.466  3.266
H  2.015  -0.711  -0.209
H  -2.421  -0.431  2.456
H  -4.402  -3.301  -3.205
H  3.663  4.602  4.600
H  0.268  -2.510  3.366
H  5.569  2.538  -0.113
H  -7.061  3.454  1.937
H  -1.597  5.198  1.086
H  2.951  -7.446  -2.118
H  4.161  4.103  0.943
H  -3.151  0.832  -2.439
H  3.132  -4.070  5.806
H  -7.257  3.614  0.204
H  -1.054  -0.293  -1.602
H  -0.296  4.327  1.897
H  2.841  -7.511  -0.325
H  3.336  -2.913  2.818
H  -0.588  -6.445  -0.073
H  5.118  3.772  -2.872
H  1.659  4.009  -1.271
H  3.200  -4.446  3.534
H  -3.314  5.013  -3.027
H  -3.687  -2.288  -1.878
H  -6.439  0.974  1.606
H  -7.453  -3.159  -1.374
H  0.656  -7.425  0.735
H  3.745  1.633  1.885
H  -1.540  0.303  -0.081
H  -2.017  1.830  -1.548
H  7.226  -3.315  -0.907
H  1.674  -1.781  1.172
H  -5.077  2.051  -1.887
H  4.662  5.069  2.404
H  2.553  -0.556  -5.459
H  1.947  -2.918  6.514
H  5.342  -1.441  -3.266
H  -1.849  1.656  -3.282
H  -6.113  4.629  1.043
H  6.151  1.836  -1.663
H  0.938  2.868  -0.156
H  -6.389  -4.182  -2.253
H  -0.414  -8.140  -0.461
H  -4.257  -1.598  -3.416
H  4.066  -3.664  -0.478
H  -6.730  1.212  -0.078
H  1.656  -1.053  -3.224
H  -1.773  -2.223  -0.220

Gap between HOMO and LUMO in eV: 8.77
Highest occupied orbital energy in Eh: -0.3206
Relative energy (zero: lowest compared OMol25 entry of this formula, charge and spin) in eV: 0.000

=====

# 3
C34H78F3O24P4Pb | the ωB97M-V functional and the def2-TZVPD basis

CARTESIAN COORDINATES (ANGSTROEM)
Pb  -2.806  -0.412  -3.846
P  -3.345  3.132  -5.243
P  -3.403  -3.784  -1.811
P  0.012  3.010  4.593
P  5.985  -1.968  2.126
F  -0.259  2.414  -0.358
F  1.385  2.696  -1.732
F  1.684  1.349  -0.168
O  -4.352  4.214  -4.634
O  -4.008  -4.855  -2.796
O  -0.751  1.624  4.356
O  5.127  -1.582  0.839
O  0.030  -0.614  -1.220
O  6.741  -3.212  1.963
O  3.733  2.438  -3.359
O  -2.874  -2.497  -2.322
O  -1.709  -1.889  4.931
O  -0.805  0.797  -2.752
O  -3.283  -2.948  5.897
O  4.868  -1.971  3.276
O  -1.181  -3.135  6.750
O  0.305  3.006  6.158
O  1.432  2.754  3.954
O  6.837  -0.656  2.386
O  -3.732  3.043  -6.775
O  -1.920  3.742  -5.212
O  -4.564  -3.602  -0.748
O  4.709  0.492  -3.431
O  -3.521  1.808  -4.598
O  -2.307  -4.638  -1.037
O  -0.719  4.178  4.095
O  5.978  2.361  -3.370
C  4.904  1.818  -3.425
C  -2.596  -5.830  -0.307
C  1.164  4.039  6.669
C  0.712  1.770  -0.996
C  -3.835  -3.976  6.707
C  7.479  0.338  0.185
C  -5.751  4.022  -4.930
C  -0.805  -0.563  -0.048
C  -1.827  -7.014  -0.848
C  4.305  -2.514  0.148
C  2.852  -2.452  0.616
C  -5.383  -2.981  1.428
C  -4.289  -2.778  0.395
C  1.611  2.741  2.528
C  -0.353  -1.824  4.493
C  5.150  -2.063  4.661
C  5.756  -3.404  5.058
C  -2.161  1.596  4.299
C  -4.380  4.216  -8.773
C  -6.674  4.477  -3.835
C  -4.259  -5.229  -5.139
C  7.913  -0.356  1.459
C  -1.053  3.879  -4.069
C  -0.624  -1.932  0.590
C  3.099  3.006  2.372
C  -1.171  5.323  -3.570
C  -3.504  4.263  -7.529
C  2.623  3.578  6.647
C  5.900  -0.306  -3.470
C  -3.239  -5.135  -3.986
C  3.727  3.866  -3.410
C  -2.691  1.699  2.873
C  0.259  0.618  -1.913
C  -1.969  -2.751  5.935
H  -2.593  -4.311  -4.282
H  2.185  -2.875  -0.136
H  4.230  -2.023  5.253
H  1.357  1.710  2.265
H  -0.762  -6.782  -0.874
H  -2.442  4.367  -7.728
H  -0.574  -2.732  -0.145
H  -3.930  5.106  -6.982
H  -4.152  4.936  -9.553
H  3.575  2.117  2.785
H  -3.535  -4.969  6.368
H  -5.168  -5.728  -4.795
H  5.158  -4.267  4.750
H  3.410  4.098  -4.431
H  0.836  4.199  7.693
H  0.344  -1.697  5.319
H  8.493  -1.256  1.240
H  -0.053  -2.605  3.794
H  -0.544  0.250  0.629
H  -6.368  -2.643  1.102
H  -0.623  5.632  -2.686
H  6.643  -0.186  -0.272
H  -0.829  6.005  -4.358
H  4.661  -3.546  0.137
H  -2.241  5.547  -3.576
H  -4.163  -1.731  0.109
H  5.836  -3.646  6.120
H  -1.849  -0.522  -0.376
H  -1.366  3.348  -3.171
H  -5.887  2.934  -4.916
H  -3.672  -6.006  -0.213
H  0.010  3.745  -4.244
H  4.736  4.269  -3.360
H  0.244  -2.068  1.234
H  -3.339  -3.030  0.872
H  -5.434  4.123  -8.506
H  -5.138  -2.428  2.334
H  -3.477  -3.882  7.733
H  -2.474  0.840  2.232
H  6.195  -0.301  -4.519
H  -3.974  -5.799  -6.019
H  -2.146  2.526  2.407
H  2.798  -3.137  1.467
H  8.602  0.253  2.044
H  -7.676  4.128  -4.075
H  2.472  -1.486  0.937
H  -2.109  -7.353  -1.844
H  -2.591  0.667  4.680
H  4.349  -2.278  -0.919
H  3.042  4.362  -2.732
H  -4.917  -3.898  6.684
H  3.249  3.906  7.481
H  6.733  -3.578  4.605
H  3.497  3.852  2.928
H  6.648  0.150  -2.827
H  5.659  -1.311  -3.137
H  -4.551  -4.188  -5.285
H  -2.384  -5.780  0.766
H  -1.992  -7.812  -0.123
H  -6.668  5.566  -3.763
H  -3.759  1.906  2.835
H  -1.497  -1.999  1.247
H  1.187  5.020  6.189
H  -6.311  4.083  -2.887
H  -5.981  4.419  -5.917
H  3.243  3.832  5.790
H  -4.275  3.240  -9.263
H  5.664  -1.191  5.070
H  -0.223  -0.904  3.921
H  -5.512  -4.033  1.680
H  1.161  0.365  -2.482
H  0.880  3.368  2.015
H  3.280  3.178  1.310
H  -2.672  2.383  4.858
H  -2.726  -6.093  -3.946
H  8.272  0.353  -0.561
H  7.240  1.352  0.506
H  2.511  2.500  6.791

Gap between HOMO and LUMO in eV: 6.88
Highest occupied orbital energy in Eh: -0.4242
Net charge: +1

=====

| no. | E (a.u.) |
| --- | --- |
| 1 | -6244.29868 |
| 2 | -12938.30088 |
| 3 | -5006.05555 |